{
  "formula": "C4H7NS",
  "method": "ωB97M-V/def2-TZVPD",
  "lumo_energy_ev": [0.62, -2.32],
  "total_charge": 0,
  "multiplicity": 3,
  "s_squared": 2.0072,
  "energy_ev": -16579.912,
  "orbital_gap_ev": [5.630, 8.589],
  "symbols": ["C", "C", "C", "C", "N", "S", "H", "H", "H", "H", "H", "H", "H"],
  "coordinates": [[2.998, 0.407, -1.050], [-1.404, 0.738, 0.986], [-2.188, 0.620, -0.037], [2.339, -0.993, -0.453], [3.439, 1.468, -1.461], [-3.787, -0.129, 0.016], [2.087, -0.878, 0.595], [-0.412, 1.095, 0.758], [-1.505, 0.386, 1.994], [-1.935, 0.923, -0.968], [2.991, -1.852, -0.645], [1.436, -1.364, -1.126], [-4.059, -0.423, 1.391]]
}

---

{
  "formula": "C34H51BrF5N10O3S",
  "method": "ωB97M-V/def2-TZVPD",
  "lumo_energy_ev": -2.92,
  "total_charge": 1,
  "energy_ev": -151583.410,
  "orbital_gap_ev": 7.739,
  "symbols": ["C", "C", "C", "Br", "C", "O", "C", "C", "S", "O", "O", "C", "F", "F", "C", "F", "F", "F", "N", "C", "C", "C", "C", "N", "C", "C", "C", "C", "C", "C", "H", "H", "H", "H", "H", "H", "H", "H", "H", "H", "H", "H", "H", "H", "H", "H", "H", "H", "H", "H", "H", "H", "H", "H", "H", "H", "H", "C", "C", "N", "H", "H", "H", "C", "C", "N", "H", "H", "H", "C", "C", "N", "H", "H", "H", "C", "C", "N", "H", "H", "H", "C", "C", "N", "H", "H", "H", "C", "C", "N", "H", "H", "H", "C", "C", "N", "H", "H", "H", "C", "C", "N", "H", "H", "H"],
  "coordinates": [[-3.676, 1.807, 4.334], [-2.897, 2.774, 3.428], [-1.577, 2.240, 2.821], [-0.931, 0.554, 3.551], [-1.490, 2.294, 1.287], [-0.117, 2.489, 0.920], [0.590, 1.363, 0.471], [-0.148, 0.853, -0.755], [0.767, -0.129, -1.967], [1.187, 0.783, -2.986], [-0.028, -1.273, -2.311], [2.318, -0.744, -1.149], [2.025, -1.247, 0.058], [3.147, 0.296, -1.008], [3.026, -1.840, -1.999], [4.176, -2.126, -1.395], [2.279, -2.936, -2.066], [3.270, -1.384, -3.224], [-1.400, 0.175, -0.290], [-1.196, -1.125, 0.446], [-2.120, -2.223, -0.074], [-1.794, -3.550, 0.624], [-2.053, -3.506, 2.128], [-0.898, -3.087, 2.920], [-1.011, -2.589, 4.188], [0.239, -2.271, 4.649], [1.155, -2.595, 3.619], [0.429, -3.101, 2.572], [-2.263, 1.231, 0.432], [-3.451, 0.576, 1.128], [-3.145, 1.628, 5.267], [-3.864, 0.841, 3.860], [-4.648, 2.243, 4.576], [-2.680, 3.632, 4.063], [-3.577, 3.098, 2.633], [-0.799, 2.943, 3.122], [-1.961, 3.247, 1.024], [1.593, 1.699, 0.203], [0.682, 0.592, 1.243], [-0.453, 1.738, -1.324], [-1.922, -0.076, -1.135], [-1.344, -0.962, 1.510], [-0.169, -1.463, 0.331], [-3.168, -1.964, 0.087], [-1.968, -2.332, -1.153], [-0.755, -3.794, 0.391], [-2.402, -4.334, 0.176], [-2.465, -4.448, 2.495], [-2.824, -2.746, 2.308], [-1.961, -2.498, 4.693], [0.473, -1.849, 5.615], [2.229, -2.487, 3.644], [0.783, -3.470, 1.623], [-2.710, 1.783, -0.403], [-3.166, -0.078, 1.947], [-4.104, 1.369, 1.495], [-4.039, 0.024, 0.391], [3.820, 2.054, -4.602], [4.263, 3.415, -4.328], [4.579, 4.494, -4.107], [2.990, 1.810, -3.941], [3.491, 1.970, -5.637], [4.637, 1.355, -4.434], [7.173, 0.040, -5.431], [8.625, 0.166, -5.422], [9.766, 0.258, -5.421], [6.719, 1.029, -5.475], [6.843, -0.530, -6.299], [6.848, -0.467, -4.522], [-4.201, -0.021, -3.760], [-4.632, -0.684, -2.532], [-5.017, -1.220, -1.594], [-3.870, 0.995, -3.547], [-3.386, -0.579, -4.219], [-5.032, 0.027, -4.460], [6.701, 4.280, -1.244], [7.375, 5.238, -0.376], [7.897, 5.994, 0.309], [7.301, 3.375, -1.329], [5.729, 4.028, -0.824], [6.554, 4.706, -2.234], [5.656, -3.851, -7.851], [5.544, -2.398, -7.844], [5.469, -1.255, -7.865], [6.675, -4.139, -8.099], [5.401, -4.250, -6.871], [4.978, -4.268, -8.594], [-6.543, 0.837, 7.905], [-5.124, 0.791, 7.575], [-4.006, 0.773, 7.325], [-6.897, 1.865, 7.859], [-7.109, 0.232, 7.200], [-6.699, 0.452, 8.911], [-2.704, 7.161, 4.045], [-3.306, 6.316, 5.069], [-3.780, 5.658, 5.882], [-2.294, 8.059, 4.503], [-1.900, 6.624, 3.542], [-3.456, 7.449, 3.312], [-2.226, -6.897, -2.224], [-2.697, -6.815, -0.846], [-3.072, -6.764, 0.238], [-2.538, -7.844, -2.661], [-2.646, -6.082, -2.810], [-1.140, -6.836, -2.249]]
}

---

{
  "formula": "C2H2O2S2",
  "method": "ωB97M-V/def2-TZVPD",
  "lumo_energy_ev": -1.26,
  "smiles": "O=C(O)C(=S)S",
  "total_charge": 0,
  "energy_ev": -27871.406,
  "orbital_gap_ev": 8.305,
  "symbols": ["O", "C", "O", "C", "S", "S", "H", "H"],
  "coordinates": [[1.147, -1.624, 0.369], [1.108, -0.512, -0.004], [2.173, 0.258, -0.272], [-0.282, 0.224, -0.123], [-0.472, 1.794, 0.142], [-1.463, -1.063, -0.108], [1.957, 1.185, -0.380], [-2.517, -0.218, -0.176]]
}

---

{
  "formula": "C29H33F5IrN6",
  "method": "ωB97M-V/def2-TZVPD",
  "lumo_energy_ev": [-6.14, -9.52],
  "total_charge": 2,
  "multiplicity": 6,
  "s_squared": 8.8139,
  "energy_ev": -55956.053,
  "orbital_gap_ev": [6.804, 3.829],
  "symbols": ["Ir", "C", "C", "C", "C", "C", "C", "C", "C", "C", "C", "C", "C", "N", "C", "C", "C", "C", "C", "N", "C", "C", "C", "C", "H", "H", "H", "H", "H", "H", "H", "H", "H", "H", "H", "H", "H", "H", "H", "H", "H", "H", "H", "H", "H", "H", "H", "H", "H", "H", "H", "H", "H", "N", "C", "N", "N", "C", "N", "H", "H", "H", "H", "F", "C", "C", "C", "F", "C", "F", "C", "F", "C", "F"],
  "coordinates": [[-0.316, -0.257, -0.167], [0.791, -4.015, 0.461], [1.611, -2.802, -0.029], [2.313, -3.083, -1.373], [2.582, -2.401, 1.011], [3.618, -3.428, 1.246], [4.628, -3.270, 2.146], [4.649, -2.064, 2.800], [3.663, -0.975, 2.595], [4.044, 0.267, 3.355], [3.161, 0.448, 4.620], [4.309, 1.502, 2.455], [2.573, -1.192, 1.744], [1.486, -0.296, 1.499], [1.280, 0.739, 2.245], [0.258, 1.697, 1.950], [0.009, 2.923, 2.665], [-0.995, 3.524, 2.004], [-1.371, 2.639, 0.870], [-0.600, 1.562, 0.884], [-2.437, 2.894, -0.149], [-3.157, 4.210, 0.145], [-1.767, 2.973, -1.536], [-3.449, 1.734, -0.116], [0.091, -4.283, -0.332], [0.222, -3.780, 1.361], [1.410, -4.892, 0.662], [0.932, -1.982, -0.196], [2.931, -3.981, -1.357], [2.926, -2.240, -1.694], [1.534, -3.236, -2.121], [3.546, -4.340, 0.671], [5.377, -4.030, 2.322], [5.445, -1.866, 3.509], [5.024, 0.048, 3.770], [2.088, 0.360, 4.457], [3.370, 1.426, 5.055], [3.425, -0.305, 5.364], [3.595, 1.675, 1.656], [5.282, 1.392, 1.978], [4.349, 2.397, 3.078], [1.861, 0.953, 3.127], [0.544, 3.275, 3.534], [-1.455, 4.474, 2.227], [-2.478, 5.065, 0.106], [-3.650, 4.198, 1.120], [-3.926, 4.369, -0.611], [-1.038, 3.786, -1.584], [-2.542, 3.169, -2.279], [-1.262, 2.045, -1.803], [-3.931, 1.649, 0.861], [-2.989, 0.775, -0.355], [-4.221, 1.934, -0.860], [-4.450, -5.186, -1.583], [-3.626, -4.139, -1.628], [-3.198, -3.699, -2.818], [-3.274, -3.599, -0.473], [-2.482, -2.597, -0.349], [-1.805, -1.704, -0.038], [-4.794, -5.641, -2.409], [-4.753, -5.512, -0.682], [-3.526, -4.098, -3.681], [-2.645, -2.859, -2.872], [2.119, 1.421, -1.194], [1.592, 0.746, -2.243], [0.511, -0.085, -2.053], [0.050, -0.726, -3.171], [-1.014, -1.579, -3.085], [0.611, -0.576, -4.423], [0.128, -1.228, -5.478], [1.695, 0.265, -4.569], [2.253, 0.431, -5.758], [2.195, 0.936, -3.468], [3.240, 1.741, -3.611]]
}

---

{
  "formula": "H5N2PS",
  "method": "ωB97M-V/def2-TZVPD",
  "lumo_energy_ev": 0.64,
  "total_charge": 0,
  "energy_ev": -23184.215,
  "orbital_gap_ev": 8.971,
  "symbols": ["N", "N", "P", "S", "H", "H", "H", "H", "H"],
  "coordinates": [[-1.148, 0.033, -1.394], [1.508, -0.478, 0.166], [-0.181, -0.449, 0.571], [-0.189, 1.526, 1.328], [-2.021, -0.378, -1.182], [-0.632, -0.617, -1.848], [1.991, 0.137, 0.837], [1.952, -1.122, -0.394], [-1.279, 1.349, 1.917]]
}

---

{
  "formula": "C2H2F2S2",
  "method": "ωB97M-V/def2-TZVPD",
  "lumo_energy_ev": [-1.34, -1.34],
  "smiles": "FC(=S)[C@@H](F)S",
  "total_charge": 0,
  "energy_ev": -29209.408,
  "orbital_gap_ev": [8.039, 8.041],
  "symbols": ["F", "C", "S", "C", "F", "S", "H", "H"],
  "coordinates": [[0.971, 0.705, -1.348], [0.953, 0.130, -0.206], [2.535, -0.738, 0.388], [-0.325, 0.107, 0.524], [-0.856, 1.354, 0.606], [-1.468, -1.076, -0.371], [-0.035, -0.337, 1.559], [-1.776, -0.145, -1.152]]
}